No. 1
C44H63N7O4Ti | ωB97M-V/def2-TZVPD

XYZ file:
```
119
C44H63N7O4Ti ωB97M-V/def2-TZVPD
Ti 0.1432 -0.4608 0.6718
O -3.0203 0.3291 3.3896
C -2.0793 -0.1790 2.6301
O -1.3638 0.4747 1.8855
C -1.8241 -1.6283 2.7288
C -2.4569 -2.5691 3.5118
C -1.9663 -3.8733 3.4689
C -0.8768 -4.1766 2.6683
C -0.3104 -3.1598 1.9163
N -0.7835 -1.9258 1.9505
C 0.8943 -3.2606 1.0072
O 1.4787 -4.2945 0.8167
O 1.1829 -2.0842 0.5110
H -2.9846 1.3004 3.3399
H -3.2944 -2.2929 4.1362
H -2.4328 -4.6433 4.0683
H -0.4535 -5.1699 2.6119
C 1.0421 1.2712 2.9296
C 1.7533 0.6350 1.8084
C 1.9151 1.7617 0.8383
C 1.3095 2.8664 1.3819
C 0.7807 2.5807 2.6890
C 0.1249 3.5635 3.6424
C 0.9812 3.6637 4.9127
C 0.0145 4.9551 3.0176
C -1.2783 3.0850 4.0424
C 2.6624 1.8208 -0.4986
C 2.6890 0.4771 -1.2513
C 4.0953 2.3335 -0.2693
C 1.9978 2.8190 -1.4530
C 2.9655 -0.2025 2.3790
C 3.9102 -0.8721 1.3772
C 3.8241 0.7695 3.2132
C 2.4635 -1.3264 3.3157
H 0.8057 0.7531 3.8503
H 1.2454 3.8337 0.9023
H 1.9926 3.9900 4.6658
H 1.0558 2.6955 5.4110
H 0.5493 4.3789 5.6167
H 0.9985 5.3438 2.7501
H -0.4377 5.6511 3.7264
H -0.6040 4.9479 2.1162
H -1.2277 2.0932 4.4985
H -1.9367 3.0535 3.1660
H -1.7269 3.7666 4.7683
H 3.5956 -0.0881 -1.0630
H 2.6204 0.6426 -2.3289
H 1.8566 -0.1953 -1.0109
H 4.6497 1.7251 0.4406
H 4.0669 3.3521 0.1219
H 4.6489 2.3452 -1.2118
H 1.0073 2.4647 -1.7367
H 2.5980 2.9024 -2.3619
H 1.9127 3.8174 -1.0267
H 4.5073 -0.1512 0.8256
H 3.3909 -1.5219 0.6792
H 4.6125 -1.4900 1.9426
H 4.0630 1.6710 2.6458
H 4.7613 0.2882 3.5024
H 3.3083 1.0785 4.1229
H 2.4326 -2.2854 2.7991
H 1.4750 -1.1348 3.7347
H 3.1507 -1.4459 4.1555
C -1.1956 0.6166 -3.7428
N -1.7272 1.6411 -2.8630
C -2.6640 2.5667 -3.4787
C -1.4751 1.6350 -1.5349
N -1.2776 0.4818 -0.8636
C -2.3852 -0.4112 -0.8915
C -3.6613 0.1027 -0.7565
C -4.7643 -0.6985 -0.4180
C -4.5834 -2.0240 -0.1568
C -3.3186 -2.6224 -0.3713
C -3.1736 -4.0201 -0.1825
C -2.0066 -4.6425 -0.5142
C -0.9635 -3.9068 -1.0997
C -1.0593 -2.5460 -1.3104
N -0.0394 -1.8746 -1.9826
C 0.3256 -2.3377 -3.1464
N -0.5189 -2.9608 -4.0330
C -0.0821 -4.1236 -4.7901
C -1.9565 -2.7830 -4.0042
N 1.5957 -2.1068 -3.6013
C 1.9052 -1.9049 -5.0025
C 2.7436 -2.3221 -2.7382
C -2.2195 -1.8400 -0.8352
N -1.4731 2.8290 -0.9224
C -1.7834 2.9643 0.4938
C -1.1695 4.0862 -1.5919
H -0.6548 1.0959 -4.5632
H -2.0053 0.0204 -4.1710
H -0.5278 -0.0294 -3.1826
H -3.3547 1.9905 -4.0970
H -2.1677 3.3036 -4.1141
H -3.2405 3.0841 -2.7155
H -3.8099 1.1730 -0.8367
H -5.7402 -0.2426 -0.3116
H -5.4056 -2.6480 0.1696
H -4.0172 -4.5798 0.2018
H -1.8901 -5.7093 -0.3691
H -0.0607 -4.4131 -1.4201
H 0.9427 -4.3800 -4.5389
H -0.1538 -3.9576 -5.8677
H -0.7156 -4.9768 -4.5315
H -2.4612 -3.6158 -3.5049
H -2.3232 -2.7205 -5.0314
H -2.2169 -1.8656 -3.4838
H 0.9985 -1.6851 -5.5605
H 2.3957 -2.7728 -5.4543
H 2.5852 -1.0551 -5.0942
H 3.2497 -3.2554 -3.0095
H 2.4236 -2.3776 -1.7038
H 3.4591 -1.5070 -2.8508
H -2.3669 2.1135 0.8264
H -2.3705 3.8754 0.6242
H -0.8769 3.0275 1.0928
H -0.7215 3.9056 -2.5636
H -0.4554 4.6356 -0.9782
H -2.0657 4.6986 -1.7125
```

The spin multiplicity is 2. As for the total charge: +1. As for the orbital gap (alpha / beta): 6.4575 / 6.3553 eV. The energy above the lowest of the compared OMol25 structures with the same formula, charge and spin is 0.5379 eV.

No. 2
C44H64F32O16S6 | ωB97M-V/def2-TZVPD

XYZ file:
```
162
C44H64F32O16S6 ωB97M-V/def2-TZVPD
C -16.8864 1.9921 16.9683
C -18.1920 1.6139 17.7791
C -19.3782 2.5075 17.2468
S -19.0819 2.7571 15.3941
O -19.0501 4.1750 14.9902
O -19.8836 1.7836 14.6765
C -17.2539 2.1071 15.4805
H -16.2023 1.1645 17.1563
H -16.3989 2.8996 17.3244
H -17.9474 1.7365 18.8342
H -18.4434 0.5559 17.7060
H -19.3577 3.5008 17.6952
H -20.3458 2.0338 17.4131
H -16.4855 2.6522 14.9323
H -17.2454 1.0856 15.1004
C -11.7988 -2.7257 16.4754
C -11.0327 -1.5572 17.0295
C -11.1358 -1.6114 18.5851
S -11.0276 -3.4621 18.9462
O -12.2523 -3.6362 19.7587
O -9.6904 -3.8533 19.4249
C -11.2899 -4.0259 17.1263
H -11.6164 -2.7207 15.4008
H -12.8782 -2.6863 16.6219
H -11.3632 -0.5698 16.7071
H -10.0069 -1.6747 16.6802
H -12.1240 -1.2425 18.8599
H -10.3790 -1.1093 19.1877
H -11.9522 -4.8879 17.0461
H -10.3718 -4.3819 16.6590
C -8.4410 3.1255 11.9407
C -8.1602 3.6566 10.5618
C -9.4301 4.1669 9.8257
S -10.8697 3.8232 10.8370
O -11.9376 3.0457 10.1935
O -11.1402 5.0110 11.6072
C -9.8614 2.6366 11.9092
H -8.2758 3.8283 12.7574
H -7.7361 2.3335 12.1933
H -7.5744 2.9426 9.9829
H -7.4462 4.4598 10.7442
H -9.4609 3.6804 8.8507
H -9.3920 5.2484 9.6949
H -9.8806 1.6821 11.3833
H -10.3545 2.5372 12.8762
C -15.2902 4.0522 10.1487
C -14.8069 3.6237 11.5199
C -15.4531 4.6252 12.5180
S -14.9869 6.2333 11.6920
O -13.5922 6.3668 12.1191
O -15.9539 7.2485 11.9113
C -15.0128 5.5632 9.9592
H -16.3728 3.9307 10.1115
H -14.8016 3.4664 9.3701
H -13.7357 3.4398 11.6026
H -15.2667 2.6613 11.7447
H -14.9930 4.5008 13.4982
H -16.5357 4.5203 12.4465
H -14.0776 5.8149 9.4590
H -15.8589 5.9497 9.3910
C -7.4294 1.5782 3.5323
C -8.6519 0.6352 3.4149
C -9.6016 1.0000 4.5856
S -9.3389 2.8661 4.9995
O -8.8833 3.0763 6.3843
O -10.5192 3.5858 4.6179
C -7.9564 2.9536 3.7786
H -6.8100 1.4698 2.6419
H -6.8123 1.1207 4.3056
H -8.3330 -0.4054 3.3541
H -9.2011 0.8399 2.4959
H -9.1134 0.4269 5.3738
H -10.6540 0.7414 4.7025
H -7.2971 3.8115 3.9108
H -8.5735 3.1149 2.8946
C -14.9108 0.8833 4.9605
C -15.4392 1.2875 6.3198
C -15.0317 2.8284 6.5707
S -14.9098 3.6074 4.9220
O -13.4931 3.8608 4.6872
O -15.8933 4.6476 4.6801
C -15.4123 1.9774 4.0497
H -15.1738 -0.1348 4.6734
H -13.8220 0.8901 4.9100
H -14.9428 0.6422 7.0446
H -16.4796 0.9627 6.3286
H -14.0385 2.7879 7.0178
H -15.7702 3.3018 7.2178
H -15.1386 1.9497 2.9950
H -16.4997 2.0495 4.0739
C -19.8494 -4.7572 12.9375
C -20.6556 -5.5861 13.9530
C -20.3382 -7.1777 13.8296
F -20.5713 -7.6412 12.6491
F -19.0897 -7.4618 14.2274
F -20.2552 -5.1522 15.1120
F -21.9607 -5.3630 13.7372
O -18.4422 -5.1161 12.9288
C -17.5103 -4.0455 12.8197
C -16.0686 -4.5757 13.0732
F -15.1928 -3.7027 12.7184
F -15.8319 -5.1176 14.2952
F -17.6529 -3.5370 11.6175
F -17.8196 -3.0268 13.6554
H -20.0577 -3.7447 13.2832
H -20.2850 -4.9790 11.9633
H -21.0905 -7.6635 14.4510
H -15.9037 -5.4400 12.4299
C -17.7628 -4.1289 6.4507
C -18.5650 -5.1044 7.3811
C -17.8492 -6.4436 7.4335
F -18.6378 -7.3483 7.9964
F -17.5315 -6.9782 6.2730
F -18.7768 -4.4754 8.5915
F -19.7371 -5.2462 6.8306
O -16.3889 -4.1476 6.5890
C -15.7202 -2.8510 6.3500
C -14.2359 -3.2319 6.3450
F -13.5264 -2.1198 6.2349
F -13.7838 -3.8428 7.4293
F -16.1668 -2.2259 5.2751
F -16.0970 -2.0285 7.3855
H -18.2288 -3.1463 6.5258
H -17.8524 -4.4189 5.4038
H -16.9825 -6.3390 8.0862
H -13.9909 -3.8817 5.5049
C -12.8068 -1.1979 11.7302
C -13.8884 -0.7742 12.8251
C -13.3631 0.4461 13.5787
F -14.3407 1.1071 14.2143
F -12.3927 0.0425 14.3031
F -15.0580 -0.4614 12.2537
F -14.0397 -1.7665 13.7392
O -12.5886 -0.0761 10.8148
C -12.6424 -0.4687 9.4588
C -12.0508 0.5470 8.3986
F -10.7048 0.7290 8.5453
F -12.2690 0.1799 7.1091
F -12.1015 -1.6144 9.2098
F -13.9401 -0.6754 9.2560
H -13.2852 -2.1002 11.3492
H -11.9230 -1.4916 12.2965
H -12.9788 1.1027 12.7981
H -12.4876 1.5452 8.4293
C -7.9770 -2.8379 9.4441
C -7.1449 -1.6192 9.1396
C -6.5862 -1.7543 7.6641
F -5.4334 -2.3920 7.5396
F -7.4621 -2.2161 6.7495
F -7.8538 -0.5377 9.3527
F -6.0795 -1.4587 9.9988
O -8.2400 -3.0549 10.8642
C -9.5214 -2.9159 11.4237
C -9.4455 -3.4845 12.7816
F -8.6287 -2.9055 13.6991
F -10.6554 -3.4659 13.2555
F -9.8005 -1.5819 11.3856
F -10.3729 -3.6249 10.5959
H -7.3889 -3.6560 9.0282
H -8.8897 -2.8149 8.8486
H -6.3766 -0.7284 7.3612
H -9.1356 -4.5258 12.8700
```

As for the orbital gap: 9.4359 eV. As for the SMILES: FC(F)C(F)(F)COC(F)(F)C(F)F.FC(F)C(F)(F)COC(F)(F)C(F)F.FC(F)C(F)(F)COC(F)(F)C(F)F.FC(F)C(F)(F)COC(F)(F)C(F)F.O=S1(=O)CCCC1.O=S1(=O)CCCC1.O=S1(=O)CCCC1.O=S1(=O)CCCC1.O=S1(=O)CCCC1.O=S1(=O)CCCC1. The energy above the lowest of the compared OMol25 structures with the same formula, charge and spin is 4.1161 eV.

No. 3
C44H64N14O22 | ωB97M-V/def2-TZVPD

XYZ file:
```
144
C44H64N14O22 ωB97M-V/def2-TZVPD
C 1.1082 -0.8553 -0.0779
O 0.8513 -2.0583 -0.0753
O 2.2595 -0.4634 -0.2866
O 0.1641 -0.0305 -0.1511
C 3.7052 -3.0845 5.0208
C 4.2792 -2.5184 3.8865
C 3.4365 -1.8470 2.9847
C 2.0939 -1.8119 3.2631
C 1.4887 -2.4143 4.3473
C 2.3163 -3.0984 5.2823
O 1.7848 -3.4850 6.4421
O 3.9430 -1.3406 1.7906
H 4.3640 -3.2560 5.8593
H 5.3492 -2.4851 3.7441
H 1.4723 -1.2524 2.5797
H 0.4165 -2.3427 4.4551
H 2.4862 -3.8143 7.0089
H 3.1983 -0.9712 1.3105
C 1.8540 2.6445 -6.5652
C 0.5956 2.0991 -6.1167
C 0.4791 1.5645 -4.8259
C 1.6608 1.4503 -4.0073
C 2.9206 1.8741 -4.4951
C 2.9980 2.4708 -5.7575
O 4.1444 2.7414 -6.4374
O -0.6942 1.2137 -4.3337
H 1.9386 2.8958 -7.6122
H -0.2649 2.1226 -6.7690
H 1.6199 1.0099 -3.0220
H 3.8180 1.5457 -3.9920
H 3.9037 3.0499 -7.3141
H -0.5312 1.4397 -3.4150
C -5.1711 0.9271 -0.2303
C -3.9367 0.4149 -0.0202
C -3.6001 -0.8479 -0.5550
C -4.5695 -1.7009 -1.0644
C -5.9045 -1.1978 -1.1750
C -6.1668 0.1566 -0.8751
O -7.4597 0.5811 -1.0293
O -2.3406 -1.3407 -0.2158
H -5.5386 1.8858 0.1045
H -3.1972 1.0936 0.3782
H -4.3750 -2.7572 -1.1777
H -6.8087 -1.6640 -1.5376
H -7.9230 0.2124 -1.7849
H -1.5020 -0.8745 -0.1830
C -0.6343 4.2110 -1.5057
C 0.0141 5.4993 -1.3360
C 1.3937 5.5660 -1.1673
C 2.1085 4.3585 -1.0493
C 1.5224 3.1459 -1.3128
C 0.1686 3.0996 -1.4394
O -0.3873 1.9554 -1.8501
O 1.9827 6.7771 -0.8967
H -1.6975 4.2264 -1.6944
H -0.6085 6.3686 -1.4882
H 3.1742 4.4970 -0.9426
H 2.0099 2.1822 -1.3164
H -0.1148 1.2977 -1.2061
H 2.9075 6.9165 -1.1132
C -4.7198 -2.6004 5.1248
C -5.2535 -3.7640 4.4730
C -4.9862 -3.9050 3.0850
C -4.1818 -2.9778 2.4013
C -3.7062 -1.8714 3.0668
C -3.9203 -1.7063 4.4536
O -3.4537 -0.6306 5.0841
O -5.5288 -4.9542 2.3862
H -4.9816 -2.5207 6.1695
H -5.8332 -4.5791 4.8805
H -4.0698 -3.1309 1.3381
H -3.1280 -1.2622 2.3879
H -3.0342 0.0536 4.5573
H -5.2667 -5.0459 1.4672
C -4.5908 5.4612 0.4643
C -4.8237 6.7502 0.9324
C -3.9701 7.2710 1.8559
C -2.8691 6.5793 2.3691
C -2.7222 5.2587 1.9607
C -3.5349 4.7072 0.9685
O -3.3189 3.4616 0.4979
O -4.1145 8.5344 2.2356
H -5.2290 5.1356 -0.3438
H -5.6330 7.4011 0.6360
H -2.1275 6.9962 3.0345
H -1.8993 4.6889 2.3663
H -3.5885 3.4225 -0.4226
H -3.4059 8.8624 2.7942
C 3.7316 -1.8715 -3.3202
O 4.2928 -2.3236 -4.2764
N 2.4340 -1.8218 -3.1276
N 4.4703 -1.2266 -2.4624
H 2.2041 -1.4524 -2.2162
H 1.8417 -2.2103 -3.8476
H 5.4695 -1.1859 -2.6036
H 4.0750 -0.6217 -1.7567
C 2.9573 -5.1536 -0.6750
O 3.1665 -6.2617 -0.3186
N 2.7305 -4.8054 -1.9512
N 3.3064 -4.1318 0.0739
H 2.4899 -3.8370 -2.1073
H 2.7276 -5.4395 -2.7374
H 3.4961 -4.3021 1.0512
H 2.7829 -3.2855 -0.0989
C 3.0040 2.1784 1.7729
O 3.4750 2.9424 2.6015
N 1.8297 1.7093 1.6463
N 3.6891 1.8806 0.7234
H 1.5321 1.1923 0.8314
H 1.1370 1.8762 2.3621
H 3.3088 1.1315 0.1627
H 4.5688 2.3752 0.6840
C -1.3187 1.2068 2.9525
O -2.0739 1.3864 3.9302
N -0.7378 0.2253 2.5091
N -1.3445 2.0493 2.0425
H -0.6126 0.2880 1.5088
H -0.5927 -0.6565 2.9796
H -0.5859 2.1309 1.3807
H -2.1885 2.5495 1.8024
C -1.4484 -2.7992 -3.8793
O -1.3671 -2.5490 -5.0783
N -2.2894 -3.4693 -3.1423
N -0.6354 -2.1498 -3.0981
H -2.2303 -3.6276 -2.1465
H -2.9590 -4.0976 -3.5629
H -0.0386 -1.5562 -3.6563
H -0.5945 -1.9699 -2.1050
C 7.1487 -1.0150 0.4545
O 8.2851 -0.8244 0.7848
N 6.1530 -0.1207 0.2643
N 6.6769 -2.2301 0.2416
H 5.2513 -0.3651 -0.1194
H 6.4246 0.8324 0.4592
H 7.3907 -2.9444 0.2234
H 5.6948 -2.4567 0.3063
C -0.9802 -4.8362 -0.1154
O -1.7168 -5.7383 -0.2688
N -0.6857 -4.1760 0.9736
N -0.3589 -4.2242 -1.0767
H -1.3785 -4.3041 1.6973
H -0.0288 -3.4259 0.8125
H 0.0402 -3.3292 -0.8325
H -0.2338 -4.7764 -1.9131
```

As for the total charge: -2. As for the orbital gap: 7.1230 eV.

It is found that the electronic energy values, taken in the order of the records, are -88383.9202; -231388.9453; -112578.3252 eV.
It is found that the F_max values, taken in the order of the records, are 0.92; 5.83; 10.87 eV/Å.